No. 1
Formula: C4H13N4O
Source: OMol25
Level of theory: wB97M-V/def2-TZVPD

```
22
Properties=species:S:1:pos:R:3:forces:R:3
C -1.55107 -0.01474 -2.86651 -0.59 -0.02 -0.46
C -0.93737 -1.74019 -1.11789 1.69 0.11 0.37
N -1.12710 -0.92800 0.00103 -1.15 0.39 -0.19
N -1.35491 -1.35162 -2.36390 -1.01 0.05 -0.74
N -0.47792 -3.03954 -0.92248 -0.43 0.16 0.06
H -0.80651 0.02282 -0.05902 0.34 -0.09 0.05
H -0.91725 -1.34313 0.88420 0.05 -0.26 0.23
H -1.40364 -2.03478 -3.10184 0.04 -0.24 0.34
H -0.74274 -3.76358 -1.56082 -0.07 -0.20 0.07
H 0.23124 -3.24360 -0.24450 0.22 -0.01 -0.23
H -1.54118 0.76726 -2.11280 0.60 -0.15 0.19
H -2.55363 0.11742 -3.29951 0.08 -0.30 0.03
H -0.85335 0.16144 -3.69222 0.23 0.50 0.22
C 2.54552 2.23048 2.33200 2.41 0.49 -0.16
C 1.10462 2.19436 2.08586 -1.74 -1.86 -0.15
O 0.37998 3.14436 1.93537 0.24 0.63 -0.14
N 0.50604 0.90137 2.07416 1.37 1.00 0.19
H -0.46832 1.01354 2.26610 -0.55 -0.35 0.11
H 0.98918 0.14868 2.56111 -0.28 0.35 -0.22
H 3.22105 1.66467 1.68020 -0.78 -0.56 -0.20
H 2.77943 1.87038 3.33224 -0.12 0.13 0.19
H 2.97793 3.22241 2.18922 -0.55 0.23 0.44
```
Forces are in eV/Å.

Output
Electronic energy ... -12364.6754 eV
E_LUMO (alpha / beta) ... 0.0249 / 0.0224 hartree
Multiplicity ... 2
Total charge ... 0

Results of the Löwdin charge analysis, in e, for atoms 1 through 4: -0.12, -0.52, 0.07, -0.06



No. 2
Formula: C4H13N4O
Source: OMol25
Level of theory: wB97M-V/def2-TZVPD

```
22
Properties=species:S:1:pos:R:3:forces:R:3
C -0.32684 -2.95352 -2.14126 -0.73 -0.44 -0.26
C 1.17580 -1.41328 -0.99747 0.30 0.32 0.14
N 1.14136 -0.12200 -0.69989 0.04 -0.42 0.16
N 0.04869 -2.12955 -0.99883 0.06 -0.91 0.37
N 2.34458 -1.98055 -1.31577 -0.17 0.17 -0.68
H 0.34617 0.18763 -0.16968 -0.62 0.61 0.14
H 1.99200 0.39789 -0.59609 0.26 0.01 0.34
H -0.59036 -2.08051 -0.22199 -0.18 0.55 -0.10
H 2.42312 -2.98271 -1.32455 -0.11 -0.05 -0.22
H 3.02663 -1.45143 -1.83397 0.27 -0.03 0.20
H -0.86873 -3.86069 -1.87139 0.19 0.10 0.44
H 0.52854 -3.27020 -2.71524 0.32 0.09 -0.12
H -1.00888 -2.39749 -2.78788 0.19 0.11 -0.05
C -0.66125 3.22187 1.16892 0.62 0.10 -0.26
C -1.11105 2.04519 1.97314 -0.39 -0.23 1.23
O -0.88368 0.86945 1.73109 0.43 -0.13 -0.99
N -1.73394 2.38455 3.14381 -0.11 0.40 -0.91
H 0.39592 3.36996 1.35831 0.32 -0.02 0.24
H -1.14090 4.14760 1.45922 -0.24 0.08 -0.11
H -2.23781 1.64507 3.60652 0.04 0.02 0.15
H -2.14581 3.30628 3.13340 -0.09 -0.19 0.47
H -0.71355 3.06643 0.09963 -0.41 -0.14 -0.18
```
Forces are in eV/Å.

Output
Electronic energy ... -12361.9047 eV
E_LUMO ... -0.1045 hartree
Total charge ... +1

Results of the Löwdin charge analysis, in e, for atoms 1 through 4: -0.04, -0.44, 0.24, 0.04



No. 3
Formula: C4H13N5O
Source: OMol25
Level of theory: wB97M-V/def2-TZVPD

```
23
Properties=species:S:1:pos:R:3:forces:R:3
C 1.88361 -1.19606 -0.28127 -0.10 -0.21 -0.04
N 1.15096 -0.31306 0.60586 -0.02 -0.46 0.47
C 1.94467 0.64965 1.34099 -0.14 0.10 0.08
C -0.08874 -0.74396 1.06547 0.58 0.13 -0.05
N -0.64910 0.00698 2.05818 -0.36 0.17 0.39
O -0.67716 -1.67121 0.53807 -0.18 -0.14 -0.06
H 2.37923 -0.61411 -1.05962 0.03 0.02 0.04
H 2.63169 -1.77319 0.26782 0.07 -0.06 -0.05
H 1.17590 -1.87755 -0.74885 0.15 0.02 0.03
H 2.33070 0.24728 2.28746 0.00 0.04 -0.07
H 1.35110 1.54403 1.54580 0.10 -0.04 0.02
H 2.79724 0.93179 0.72266 -0.06 0.04 0.06
H -1.63520 -0.12132 2.21272 0.09 -0.33 -0.09
H -0.14645 0.33488 2.85566 0.40 0.16 0.02
N -2.87274 1.10988 -2.08091 -0.56 0.20 -0.29
C -1.80838 0.56828 -1.64698 0.05 0.12 0.34
N -1.46569 -0.70445 -2.05479 0.12 -0.31 -0.15
N -0.93171 1.11619 -0.71529 1.17 -0.38 -0.55
H -3.02342 2.05625 -1.74419 0.23 -0.04 -0.01
H -1.13602 -1.29366 -1.29563 -0.01 0.06 -0.06
H -2.22213 -1.13594 -2.57052 0.10 0.15 0.05
H -1.05483 2.10443 -0.57223 0.13 0.00 -0.01
H 0.06648 0.77486 -0.73040 -1.80 0.75 -0.08
```
Forces are in eV/Å.

Output
Electronic energy ... -13857.7693 eV
E_LUMO ... 0.0194 hartree
SMILES ... CN(C)C(N)=O.N=C(N)N
Total charge ... 0

Results of the Löwdin charge analysis, in e, for atoms 1 through 4: -0.05, -0.20, -0.07, -0.61